{"formula": "C28H40N3O13P3", "method": "ωB97M-V/def2-TZVPD", "homo_ev": -7.6, "e_tot_ha": -3257.260643, "smiles": "N=[PH2]c1cc2nccnc2cc1PP(=O)(O)O.O=C1CCCO1.O=C1CCCO1.O=C1CCCO1.O=C1CCCO1.O=C1CCCO1", "total_charge": 0, "elements": ["N", "P", "C", "C", "C", "N", "C", "C", "N", "C", "C", "C", "P", "P", "O", "O", "O", "H", "H", "H", "H", "H", "H", "H", "H", "H", "H", "O", "C", "C", "C", "C", "O", "H", "H", "H", "H", "H", "H", "O", "C", "C", "C", "C", "O", "H", "H", "H", "H", "H", "H", "O", "C", "C", "C", "C", "O", "H", "H", "H", "H", "H", "H", "O", "C", "C", "C", "C", "O", "H", "H", "H", "H", "H", "H", "O", "C", "C", "C", "C", "O", "H", "H", "H", "H", "H", "H"], "coordinates": [[-2.81, 3.84, -2.31], [-1.78, 3.82, -1.06], [-0.97, 2.09, -0.83], [0.11, 1.54, -1.81], [0.77, 0.11, -1.67], [1.74, -0.27, -2.67], [2.23, -1.59, -2.46], [1.80, -2.48, -1.26], [0.89, -2.13, -0.23], [0.37, -0.82, -0.49], [-0.71, -0.26, 0.53], [-1.37, 1.13, 0.36], [-2.70, 1.59, 1.66], [-4.39, 0.29, 1.12], [-5.30, -0.05, 2.31], [-5.23, 1.14, -0.14], [-3.84, -1.19, 0.41], [-3.76, 4.12, -1.97], [-0.71, 4.74, -1.35], [-2.53, 4.22, 0.09], [0.42, 2.25, -2.67], [2.99, -2.01, -3.22], [2.28, -3.54, -1.20], [-1.04, -0.94, 1.39], [-2.17, 1.20, 2.94], [-4.92, 0.73, -0.99], [-4.61, -1.50, -0.13], [3.61, -4.54, -2.04], [3.28, -5.69, -1.92], [3.76, -6.84, -2.77], [2.75, -7.92, -2.44], [2.34, -7.57, -1.03], [2.43, -6.14, -0.95], [4.76, -7.12, -2.45], [3.74, -6.58, -3.82], [3.14, -8.93, -2.54], [1.88, -7.83, -3.11], [3.01, -8.00, -0.28], [1.32, -7.88, -0.81], [-2.28, -0.51, 6.24], [-3.43, -0.73, 6.53], [-4.58, -0.83, 5.58], [-5.78, -0.72, 6.50], [-5.24, -1.31, 7.79], [-3.85, -0.98, 7.81], [-4.55, -1.80, 5.07], [-4.56, -0.02, 4.85], [-6.67, -1.23, 6.13], [-6.03, 0.33, 6.65], [-5.34, -2.40, 7.82], [-5.73, -0.88, 8.67], [-3.04, 6.84, -1.82], [-2.93, 7.30, -0.72], [-3.61, 8.54, -0.21], [-2.82, 8.85, 1.04], [-2.36, 7.48, 1.48], [-2.18, 6.73, 0.27], [-4.66, 8.31, 0.01], [-3.54, 9.35, -0.94], [-3.40, 9.37, 1.81], [-1.95, 9.47, 0.79], [-3.10, 6.97, 2.10], [-1.41, 7.52, 2.03], [6.11, -7.65, -1.05], [6.23, -7.18, 0.06], [5.55, -5.93, 0.56], [6.34, -5.62, 1.81], [6.80, -6.99, 2.25], [6.97, -7.74, 1.05], [4.50, -6.17, 0.79], [5.61, -5.13, -0.17], [5.77, -5.09, 2.57], [7.20, -5.00, 1.55], [6.06, -7.49, 2.88], [7.75, -6.94, 2.79], [2.15, 3.16, -3.36], [1.76, 4.07, -4.05], [1.93, 4.17, -5.54], [1.62, 5.63, -5.80], [0.65, 5.95, -4.69], [1.05, 5.13, -3.59], [1.21, 3.51, -6.03], [2.95, 3.91, -5.84], [1.22, 5.82, -6.80], [2.54, 6.22, -5.68], [-0.38, 5.71, -4.95], [0.71, 7.01, -4.40]]}